Record 1
Molecular formula: C62H81B2ClF5N4O8P
Method: DFT, wB97M-V/def2-TZVPD

The geometry in ORCA input format:
```
! wB97M-V def2-TZVPD RIJCOSX def2/J DEFGRID3
* xyz 0 1
C 3.053 -3.157 -0.360
C 2.237 -3.195 -1.590
C 0.646 -2.732 -1.749
O 0.119 -3.181 -2.997
C -0.277 -4.509 -3.244
C 0.185 -5.747 -2.310
N 1.618 -6.233 -2.494
C 1.571 -7.749 -2.598
B -1.958 -4.562 -3.215
O -2.754 -5.763 -3.536
O -2.753 -3.332 -2.867
C -3.779 -3.259 -3.945
C -4.315 -1.725 -4.234
C 0.252 -4.882 -4.789
F 0.099 -6.354 -5.091
F 1.714 -4.537 -4.971
C -0.523 -4.101 -5.992
F -0.832 -2.673 -5.760
F -1.703 -4.858 -6.559
F 0.460 -4.092 -7.145
P -0.409 -2.981 -0.166
N 0.224 -4.031 0.911
C 0.740 -1.059 -1.943
C -0.601 -0.407 -2.591
O -1.861 -0.603 -1.878
C -2.752 0.534 -2.230
C 1.915 -0.755 -3.104
O 3.195 -0.295 -2.505
N 4.221 -0.456 -3.376
O 4.293 0.653 -3.938
O 1.265 -0.533 -0.717
C 0.644 0.621 -0.125
C 1.155 0.619 1.475
C -0.004 1.207 2.499
C 0.772 1.497 3.936
Cl 0.614 3.281 4.500
B 1.175 2.102 -0.685
O 0.181 3.215 -0.614
N 2.564 2.402 -1.204
C 2.310 3.167 -2.521
C 3.342 3.353 -0.323
H 3.508 -2.154 0.076
H 3.261 -4.133 0.259
H 2.774 -3.570 -2.585
H -0.490 -6.682 -2.627
H 0.020 -5.639 -1.158
H 2.220 -5.988 -1.667
H 0.897 -8.177 -1.714
H 2.673 -8.192 -2.475
H 1.190 -8.152 -3.635
H -2.730 -5.994 -4.510
H -4.712 -3.877 -3.532
H -3.394 -3.675 -4.980
H -4.992 -1.285 -3.378
H -3.403 -1.007 -4.503
H -4.960 -1.783 -5.230
H -1.757 -3.484 -0.437
H -0.622 -1.747 0.592
H 0.393 -3.552 1.827
H -0.496 0.768 -2.772
H -0.771 -0.841 -3.692
H -3.865 0.141 -2.090
H -2.595 1.484 -1.559
H -2.659 0.767 -3.396
H 1.541 0.178 -3.749
H 2.030 -1.630 -3.872
H -0.521 0.637 -0.033
H 1.363 -0.496 1.846
H 2.181 1.203 1.601
H -0.835 0.417 2.734
H -0.448 2.234 2.142
H 1.938 1.262 3.834
H 0.371 0.807 4.792
H -0.544 2.875 0.016
H 1.309 2.690 -2.964
H 3.172 3.032 -3.301
H 2.027 4.307 -2.320
H 4.308 2.755 0.040
H 2.732 3.788 0.588
H 3.777 4.216 -1.025
C 4.637 -4.128 -10.751
C 5.622 -4.160 -9.765
C 5.261 -4.230 -8.419
C 3.913 -4.262 -8.060
C 2.928 -4.220 -9.046
C 3.289 -4.154 -10.392
H 4.918 -4.080 -11.800
H 6.672 -4.133 -10.044
H 6.029 -4.259 -7.651
H 3.631 -4.319 -7.012
H 1.877 -4.239 -8.766
H 2.521 -4.124 -11.160
C -3.414 6.204 0.492
C -2.264 5.546 0.058
C -1.637 5.939 -1.124
C -2.164 6.989 -1.876
C -3.320 7.642 -1.448
C -3.944 7.251 -0.263
H -3.898 5.902 1.416
H -1.854 4.726 0.643
H -0.739 5.428 -1.460
H -1.675 7.297 -2.796
H -3.734 8.456 -2.037
H -4.843 7.761 0.071
C -0.484 6.745 9.462
C -0.203 5.388 9.314
C 0.220 4.893 8.081
C 0.358 5.756 6.993
C 0.067 7.112 7.139
C -0.352 7.607 8.373
H -0.808 7.132 10.425
H -0.312 4.714 10.161
H 0.443 3.835 7.966
H 0.690 5.371 6.033
H 0.168 7.784 6.290
H -0.576 8.665 8.487
C 6.033 3.922 9.660
C 5.775 5.291 9.715
C 4.459 5.754 9.723
C 3.401 4.847 9.672
C 3.659 3.478 9.608
C 4.974 3.015 9.603
H 7.058 3.561 9.661
H 6.600 5.999 9.752
H 4.259 6.821 9.769
H 2.376 5.207 9.681
H 2.834 2.771 9.562
H 5.175 1.948 9.556
C -2.951 3.317 11.030
C -3.308 2.118 11.645
C -3.907 2.130 12.905
C -4.146 3.343 13.551
C -3.781 4.542 12.939
C -3.185 4.530 11.678
H -2.491 3.307 10.046
H -3.119 1.172 11.143
H -4.188 1.195 13.383
H -4.615 3.354 14.531
H -3.962 5.488 13.445
H -2.903 5.464 11.201
C -0.668 -0.676 -9.780
C -0.387 -2.034 -9.929
C 0.036 -2.529 -11.162
C 0.174 -1.666 -12.249
C -0.117 -0.309 -12.104
C -0.536 0.186 -10.869
H -0.991 -0.290 -8.817
H -0.496 -2.707 -9.082
H 0.259 -3.586 -11.276
H 0.506 -2.050 -13.210
H -0.015 0.362 -12.952
H -0.760 1.243 -10.755
C -3.853 -6.214 2.408
C -4.809 -5.899 3.373
C -4.960 -4.581 3.803
C -4.150 -3.578 3.271
C -3.188 -3.894 2.312
C -3.040 -5.211 1.879
H -3.741 -7.240 2.068
H -5.439 -6.682 3.790
H -5.707 -4.336 4.553
H -4.269 -2.550 3.604
H -2.553 -3.113 1.901
H -2.292 -5.457 1.131
*
```

Properties
- F_max (eV/A) = 5.88
- structure (SMILES) = C=C[C@@](O[C@@](CNC)(B(O)OCC)C(F)(F)C(F)(F)F)([PH2]=N)[C@](COC)(CON=O)O[C@@H](CCCCl)B(O)N(C)C.c1ccccc1.c1ccccc1.c1ccccc1.c1ccccc1.c1ccccc1.c1ccccc1.c1ccccc1
- E_tot (Ha) = -4581.9406


Record 2
Molecular formula: C62H85N15
Method: DFT, wB97M-V/def2-TZVPD

The geometry in ORCA input format:
```
! wB97M-V def2-TZVPD RIJCOSX def2/J DEFGRID3
* xyz 0 1
N -2.317 -3.902 -3.956
C -0.972 -3.748 -3.899
C -0.635 -2.673 -4.653
C -1.828 -2.107 -5.137
C -2.862 -2.889 -4.709
H -2.836 -4.663 -3.566
H -0.359 -4.419 -3.334
H 0.375 -2.378 -4.862
H -2.018 -1.274 -5.797
H -3.919 -2.807 -4.849
N -0.088 6.571 0.633
C -0.019 5.512 -0.224
C -1.067 4.710 0.080
C -1.775 5.300 1.161
C -1.180 6.461 1.403
H 0.383 7.437 0.484
H 0.746 5.444 -0.977
H -1.289 3.727 -0.310
H -2.662 4.921 1.627
H -1.435 7.253 2.082
N -5.524 4.352 -0.213
C -6.838 4.111 0.075
C -6.844 3.042 0.906
C -5.488 2.605 1.057
C -4.720 3.423 0.370
H -5.205 5.079 -0.817
H -7.621 4.714 -0.346
H -7.682 2.677 1.473
H -5.127 1.773 1.634
H -3.663 3.504 0.200
N 0.141 2.102 -3.770
C -0.681 2.897 -3.063
C -1.927 2.451 -3.309
C -1.839 1.318 -4.167
C -0.537 1.146 -4.458
H 1.139 2.206 -3.750
H -0.277 3.726 -2.516
H -2.856 2.924 -3.030
H -2.695 0.803 -4.562
H -0.058 0.397 -5.059
N 1.986 2.731 3.263
C 1.958 3.457 2.107
C 3.178 3.285 1.489
C 4.005 2.526 2.375
C 3.227 2.154 3.436
H 1.235 2.702 3.928
H 1.082 4.007 1.811
H 3.459 3.762 0.566
H 5.038 2.295 2.180
H 3.451 1.637 4.353
N 2.818 -3.555 2.251
C 4.078 -3.299 2.678
C 4.945 -3.985 1.864
C 4.180 -4.621 0.867
C 2.861 -4.294 1.091
H 1.953 -3.198 2.625
H 4.197 -2.807 3.625
H 6.011 -4.002 2.000
H 4.483 -5.245 0.040
H 1.972 -4.604 0.575
N -5.894 1.771 -2.153
C -4.976 0.787 -2.356
C -5.390 0.054 -3.455
C -6.650 0.636 -3.892
C -6.932 1.661 -3.055
H -5.869 2.351 -1.331
H -4.049 0.771 -1.804
H -4.845 -0.764 -3.896
H -7.246 0.310 -4.727
H -7.714 2.397 -2.998
N 0.122 -1.525 3.034
C -0.508 -2.647 3.467
C 0.151 -3.093 4.543
C 1.233 -2.199 4.783
C 1.186 -1.243 3.845
H -0.183 -1.006 2.204
H -1.392 -3.051 3.001
H -0.088 -4.004 5.059
H 1.978 -2.408 5.532
H 1.821 -0.420 3.564
N -5.973 -1.350 1.139
C -4.677 -1.042 0.799
C -3.904 -1.249 1.913
C -4.738 -1.758 2.957
C -6.030 -1.763 2.458
H -6.771 -1.342 0.538
H -4.434 -0.828 -0.222
H -2.830 -1.176 1.945
H -4.476 -2.078 3.949
H -6.953 -2.100 2.894
N 8.188 -0.531 0.265
C 6.873 -0.667 0.421
C 6.647 -0.845 1.726
C 7.895 -0.797 2.388
C 8.826 -0.633 1.443
H 8.631 -0.311 -0.599
H 6.216 -0.606 -0.413
H 5.668 -0.943 2.162
H 8.056 -0.808 3.451
H 9.884 -0.462 1.504
N -2.826 -7.296 1.036
C -2.061 -7.712 -0.026
C -0.977 -6.901 -0.084
C -1.076 -5.996 1.030
C -2.235 -6.275 1.696
H -3.701 -7.715 1.257
H -2.327 -8.619 -0.533
H -0.194 -6.912 -0.824
H -0.364 -5.229 1.285
H -2.588 -5.953 2.657
N 2.997 2.935 -4.922
C 3.399 2.304 -3.754
C 3.316 3.223 -2.768
C 2.830 4.447 -3.351
C 2.677 4.235 -4.690
H 2.994 2.512 -5.825
H 3.576 1.245 -3.760
H 3.559 3.019 -1.739
H 2.682 5.347 -2.782
H 2.308 4.874 -5.470
N 0.238 3.363 5.980
C -0.146 2.077 5.749
C -1.141 2.115 4.785
C -1.264 3.482 4.342
C -0.442 4.226 5.125
H 0.906 3.614 6.673
H 0.253 1.275 6.345
H -1.773 1.301 4.479
H -1.970 3.899 3.647
H -0.290 5.290 5.110
N 5.791 -3.455 -2.846
C 5.677 -3.078 -4.179
C 4.633 -2.196 -4.224
C 4.129 -2.059 -2.847
C 4.842 -2.870 -2.053
H 6.488 -4.079 -2.509
H 6.301 -3.489 -4.955
H 4.318 -1.625 -5.085
H 3.306 -1.472 -2.469
H 4.782 -3.101 -1.005
C -0.982 -2.510 -0.359
C 0.029 -1.462 -0.792
N 0.058 -0.292 0.103
C 1.215 0.560 -0.230
C 2.512 -0.112 0.150
C -1.206 0.518 -0.039
C -1.461 1.282 1.268
H -0.849 -3.417 -0.950
H -2.016 -2.222 -0.566
H -0.913 -2.756 0.701
H 1.015 -1.933 -0.751
H -0.204 -1.172 -1.838
H 1.212 0.809 -1.305
H 1.195 1.436 0.414
H 2.317 -0.702 1.051
H 2.955 -0.821 -0.556
H 3.265 0.630 0.403
H -2.051 -0.097 -0.343
H -1.117 1.269 -0.860
H -2.349 1.922 1.362
H -0.599 1.939 1.442
H -1.558 0.621 2.139
*
```

Properties
- F_max (eV/A) = 2.93
- energy above the lowest of the compared OMol25 structures with the same formula, charge and spin (eV) = 0.2135
- E_tot (Ha) = -3234.7037